Molecular formula: C19H36N3O5P2Tl
Method: DFT, ωB97M-V/def2-TZVPD

Values from the calculation:
ΔE to the lowest compared entry with this formula, charge and spin = 60.8 kJ/mol
gap between HOMO and LUMO = 0.2164 Eh
E_LUMO = -0.1 eV

ORCA input file:
```
! wB97M-V def2-TZVPD RIJCOSX def2/J DEFGRID3
* xyz 0 1
C -0.45 0.87 -5.18
C -0.58 0.56 -3.80
N 0.27 1.13 -2.88
C 1.00 2.16 -3.24
C 1.03 2.63 -4.57
C 0.32 1.96 -5.56
C -1.58 -0.36 -3.36
P -1.86 -0.72 -1.65
Tl 0.46 -1.03 -0.63
P 2.16 2.01 -0.64
C 1.83 2.91 -2.19
O -0.60 -2.78 -4.51
O 0.16 -4.08 -2.19
H -1.10 0.34 -5.89
H 1.68 3.48 -4.79
H 0.34 2.31 -6.61
C -3.00 0.61 -1.24
C -2.76 -2.31 -1.52
H 2.78 3.18 -2.65
H 1.30 3.84 -1.91
H -0.76 -1.99 -3.97
H -2.31 -0.72 -4.10
C 2.88 3.12 0.56
C 3.27 0.65 -0.96
H 1.77 -2.66 -1.64
H 0.89 -4.70 -2.33
H 0.20 -3.65 -3.02
H 0.16 -2.65 -5.09
H 0.91 1.57 -0.15
H 2.29 -2.19 -1.31
H -3.98 0.29 -1.63
H -2.96 0.70 -0.15
H -2.64 1.52 -1.76
H -3.50 -2.35 -2.33
H -2.08 -3.18 -1.58
H -3.25 -2.28 -0.54
H 4.30 1.01 -1.10
H 3.26 -0.07 -0.11
H 2.97 0.11 -1.87
H 3.82 3.56 0.20
H 2.18 3.93 0.79
H 3.09 2.55 1.47
C -2.95 -0.16 4.57
C -1.82 -1.15 4.71
C -0.46 -0.77 4.06
C 0.16 0.52 4.66
C -0.51 1.84 4.32
C 0.53 -1.92 4.33
O 0.43 -2.73 5.24
N 1.64 -1.93 3.50
C 1.70 -1.35 2.24
O 2.70 -1.47 1.53
N 0.57 -0.70 1.81
C -0.57 -0.66 2.53
O -1.66 -0.44 1.95
H -2.88 0.65 5.29
H -3.90 -0.68 4.74
H -2.96 0.24 3.55
H -1.64 -1.35 5.78
H -2.13 -2.10 4.27
H 0.20 0.38 5.75
H 1.21 0.55 4.32
H -1.43 1.97 4.89
H 0.17 2.65 4.59
H -0.74 1.92 3.25
H 2.40 -2.57 3.73
*
```

---

Molecular formula: C19H37BF5IO5PPbS
Method: DFT, ωB97M-V/def2-TZVPD

Values from the calculation:
ΔE to the lowest compared entry with this formula, charge and spin = 77.5 kJ/mol
gap between HOMO and LUMO = 0.1542 Eh
E_LUMO = -7.0 eV

ORCA input file:
```
! wB97M-V def2-TZVPD RIJCOSX def2/J DEFGRID3
* xyz 1 1
C -5.58 -0.93 -0.42
C -5.08 -2.02 0.59
C -4.06 -1.48 1.63
C -2.70 -2.23 1.61
C -2.12 -2.24 0.17
C -0.56 -2.17 0.13
C -0.19 -1.14 -0.99
B 1.39 -1.14 -1.39
C 2.16 -0.46 -0.10
C 1.91 1.08 0.04
C 2.29 1.47 1.51
P 1.64 3.13 1.94
O 1.28 3.93 0.78
O 2.79 3.85 2.82
C 3.08 3.15 4.04
C 4.58 2.75 4.13
O 0.42 2.86 2.98
C -0.83 3.48 2.57
C -1.57 2.57 1.57
C 2.07 -2.62 -1.67
I 2.83 -3.62 0.13
C 1.25 -3.71 -2.41
C 0.15 -3.32 -3.43
S 1.77 -0.11 -2.97
O 2.09 -0.98 -4.20
O 2.99 0.71 -2.86
C 0.38 0.95 -3.60
F -0.71 0.27 -3.84
F 0.81 1.34 -4.84
C 0.08 2.28 -2.83
F -0.81 2.11 -1.90
F 1.15 2.89 -2.42
F -0.50 3.08 -3.73
H -4.91 -0.06 -0.40
H -6.60 -0.61 -0.21
H -5.59 -1.34 -1.44
H -4.70 -2.86 0.01
H -5.99 -2.38 1.09
H -3.91 -0.41 1.42
H -4.48 -1.59 2.64
H -2.86 -3.23 2.03
H -2.02 -1.62 2.22
H -2.46 -3.14 -0.35
H -2.56 -1.39 -0.38
H -0.16 -1.88 1.11
H -0.22 -3.18 -0.11
H -0.53 -0.17 -0.59
H -0.88 -1.38 -1.81
H 1.77 -0.87 0.84
H 3.25 -0.58 -0.16
H 2.57 1.69 -0.58
H 0.86 1.37 -0.06
H 3.39 1.57 1.51
H 1.93 0.75 2.25
H 2.50 2.23 4.17
H 2.87 3.77 4.92
H 4.66 1.69 3.88
H 4.96 2.85 5.15
H 5.19 3.34 3.43
H -1.43 3.55 3.49
H -0.71 4.51 2.21
H -2.44 2.12 2.09
H -0.95 1.75 1.19
H -1.98 3.12 0.72
H 3.01 -2.46 -2.22
H 0.81 -4.38 -1.67
H 1.97 -4.36 -2.94
H -0.81 -3.75 -3.10
H -0.02 -2.25 -3.60
H 0.35 -3.80 -4.39
Pb 3.70 -0.35 -5.40
*
```

---

| no. | HOMO level (eV) |
| --- | --- |
| 1 | -6.0 |
| 2 | -11.2 |